71
Properties=species:S:1:pos:R:3 method="wB97M-V/def2-TZVPD" e_above_lowest_kj_mol=227.2 spin_multiplicity=5 e_lumo_ev="-6.20 / -8.77" orbital_gap_ha="0.2636 / 0.1982" total_charge=+2 e_tot_ev=-55507.0714
Pt -0.669 0.591 -1.619
C -0.683 -1.841 0.082
C 0.589 -2.400 0.018
C 0.848 -0.339 1.024
C -0.562 -0.415 0.540
C 1.529 -1.478 0.599
C -1.957 -2.593 0.031
H -2.071 -3.124 -0.918
H -2.816 -1.928 0.160
H -2.009 -3.350 0.830
C -1.609 0.011 1.545
H -2.622 -0.040 1.108
H -1.415 1.028 1.922
H -1.587 -0.670 2.424
C 1.359 0.541 2.099
H 1.506 -0.037 3.028
H 0.673 1.366 2.336
H 2.336 0.977 1.824
C 2.946 -1.802 0.899
H 3.037 -2.464 1.766
H 3.518 -0.894 1.120
H 3.424 -2.304 0.056
C 0.904 -3.775 -0.383
H 0.954 -4.470 0.466
H 1.867 -3.837 -0.896
H 0.144 -4.164 -1.067
C -1.513 1.896 -5.194
C -1.954 0.486 -5.168
C -1.279 -0.547 -6.153
C 0.190 -0.437 -6.495
C 1.075 -0.032 -5.379
C 1.483 1.254 -5.247
C 0.882 2.449 -5.938
C -0.635 2.375 -6.278
H -1.846 -0.345 -7.072
H 0.337 0.240 -7.351
H -1.518 -1.554 -5.817
H -0.806 1.804 -7.211
H -2.211 2.637 -4.796
H -3.023 0.385 -5.452
H -0.940 3.413 -6.495
H 1.060 3.341 -5.323
H 2.341 1.543 -4.639
H 1.402 2.640 -6.888
H 0.502 -1.437 -6.836
H 1.519 -0.856 -4.809
P -2.122 0.190 -3.470
C -3.451 1.255 -2.947
C -1.796 -1.561 -3.205
P 1.612 1.375 -2.008
C 0.155 1.779 -3.004
C 2.519 -0.098 -2.591
C 2.420 2.977 -2.013
H -3.091 1.975 -2.205
H -4.179 0.605 -2.464
H -3.945 1.817 -3.756
H -1.170 -2.045 -3.965
H -2.773 -2.032 -3.152
H -1.274 -1.720 -2.252
H 2.427 3.383 -3.021
H 3.430 2.814 -1.633
H 1.900 3.654 -1.330
H -0.374 2.706 -2.987
H 0.151 1.230 -3.939
H 3.354 -0.239 -1.880
H 2.918 0.005 -3.607
H 1.910 -1.012 -2.531
F -0.884 3.589 -1.255
C -0.878 2.431 -0.498
F 0.135 2.705 0.425
F -2.065 2.512 0.202

=====

16
Properties=species:S:1:pos:R:3 method="wB97M-V/def2-TZVPD" e_above_lowest_kj_mol=17.2 e_lumo_ev=0.58 orbital_gap_ha=0.3346 total_charge=0 e_tot_ev=-17192.6467
C -1.381 -0.408 0.480
C -2.290 -0.399 -0.715
C -1.482 -1.039 -1.844
S 0.233 -0.444 -1.711
C 0.000 0.000 0.000
H -1.513 -1.431 0.880
H -1.823 0.298 1.209
H -2.415 0.658 -1.018
H -3.300 -0.832 -0.582
H -1.960 -0.739 -2.797
H -1.491 -2.145 -1.797
H 0.715 -0.566 0.628
H 0.174 1.078 0.180
O -6.410 1.504 -0.112
H -5.875 0.849 0.390
H -5.835 2.300 -0.171

=====

18
Properties=species:S:1:pos:R:3 method="wB97M-V/def2-TZVPD" e_above_lowest_kj_mol=415.3 e_lumo_ev=0.64 orbital_gap_ha=0.3589 total_charge=0 e_tot_ev=-11382.5983
N -2.173 -1.382 -1.837
C -1.527 -1.131 -0.565
C -0.916 0.301 -0.639
O -1.607 1.236 -1.057
N 0.345 0.602 -0.200
C 1.312 -0.443 0.310
C 2.367 0.310 1.237
O 1.822 0.688 2.497
H -2.755 -0.649 -2.113
H -1.325 -1.562 -2.486
H -2.360 -0.946 0.364
H -0.783 -1.804 -0.058
H 0.921 1.731 -0.297
H 0.557 -1.124 0.827
H 1.766 -0.908 -0.583
H 3.305 -0.111 1.261
H 2.710 1.216 0.650
H 1.622 -0.002 3.113

=====

13
Properties=species:S:1:pos:R:3 method="wB97M-V/def2-TZVPD" e_above_lowest_kj_mol=130.3 e_lumo_ev=0.92 orbital_gap_ha=0.3525 total_charge=0 e_tot_ev=-14543.9428
C 1.220 0.118 -1.415
N 0.677 -0.751 -0.358
C 0.790 -2.188 -0.499
H 2.412 -0.062 -1.568
H 1.337 1.217 -1.149
H 0.461 -0.027 -2.217
H 1.128 -0.599 0.542
H 1.833 -2.471 -0.544
H 0.246 -2.561 0.420
H 0.394 -2.497 -1.453
S -1.358 1.471 1.103
H -1.425 0.653 2.144
H -1.458 0.484 0.164

=====

30
Properties=species:S:1:pos:R:3 method="wB97M-V/def2-TZVPD" e_above_lowest_kj_mol=89.0 spin_multiplicity=2 e_lumo_ev="-4.07 / -7.85" orbital_gap_ha="0.3524 / 0.2130" total_charge=+1 e_tot_ev=-13737.0990
C 1.800 0.736 0.947
C 3.100 1.494 1.193
C 1.691 -0.379 2.034
C 0.536 1.588 0.991
H 1.816 0.183 0.005
H 3.063 2.486 0.720
H 1.441 0.071 2.987
H 0.974 -1.134 1.681
H 2.597 -0.988 2.064
H -0.127 0.983 0.335
H -0.163 1.427 1.827
H 3.930 0.968 0.722
H 3.303 1.754 2.232
H 0.488 2.626 0.684
C 0.233 -2.347 -1.722
C -0.692 -1.277 -1.265
C -1.422 -1.403 -0.096
C -0.975 -0.219 -2.149
C -2.497 -0.571 0.163
C -2.090 0.572 -2.037
C -2.838 0.374 -0.843
O -4.068 0.892 -0.765
H 0.517 -2.970 -0.868
H 1.169 -1.964 -2.133
H -1.352 -2.180 0.657
H -0.398 -0.028 -3.046
H -3.105 -0.647 1.051
H -2.443 1.329 -2.719
H -4.286 1.675 -0.211
H -0.201 -3.051 -2.437

=====

8
Properties=species:S:1:pos:R:3 method="wB97M-V/def2-TZVPD" e_above_lowest_kj_mol=430.5 e_lumo_ev=-1.13 orbital_gap_ha=0.3203 total_charge=0 e_tot_ev=-6692.0301
C 0.275 -0.418 0.774
C -2.164 -0.036 -0.170
C 1.385 0.011 0.074
N -1.052 0.391 -0.323
O -3.296 -0.256 -0.046
H 2.356 -0.274 0.669
H 1.037 1.021 -0.070
H 1.460 -0.440 -0.908

=====

95
Properties=species:S:1:pos:R:3 method="wB97M-V/def2-TZVPD" e_lumo_ev=-5.01 orbital_gap_ha=0.1025 total_charge=0 e_tot_ev=-193168.2112
C -4.620 1.846 -2.296
C -3.623 3.064 -1.913
O -2.262 2.659 -1.580
B -2.152 2.077 -0.267
O -2.758 2.817 0.861
C -1.374 0.706 0.133
C -0.864 0.506 1.642
C -0.056 -0.890 1.885
C 0.565 -1.180 3.384
C 1.172 0.240 3.888
C 2.517 0.089 4.848
S 3.548 1.654 4.520
N 0.159 -1.891 0.883
N -0.304 -1.634 -0.349
C -1.030 -0.485 -0.875
C -1.432 -0.399 -2.458
C -0.001 -0.067 -3.203
C -0.152 0.309 -4.764
C 1.283 0.972 -5.196
O 1.393 2.174 -5.641
O 2.529 0.246 -5.031
H -4.435 0.863 -1.723
H -4.576 1.681 -3.434
H -5.696 2.192 -1.997
H -3.548 3.735 -2.867
H -4.148 3.717 -1.120
H -3.744 2.700 0.849
H -1.023 1.288 2.481
H -0.195 -1.660 4.101
H 1.474 -1.879 3.201
H 0.312 0.743 4.531
H 1.520 0.934 2.995
H 3.103 -0.876 4.645
H 2.158 0.192 5.948
H 4.891 1.310 4.380
H -0.104 -2.376 -1.066
H -2.249 0.377 -2.673
H -1.772 -1.449 -2.845
H 0.659 -1.014 -3.050
H 0.504 0.783 -2.586
H -0.209 -0.692 -5.346
H -1.016 1.029 -5.005
H 3.252 0.813 -5.412
Br 3.136 -0.020 2.417
N 3.191 -1.904 -8.642
S 2.745 -2.016 -10.148
O 3.323 -1.073 -11.083
O 1.382 -2.425 -10.413
F 3.533 -3.350 -10.552
S 2.614 -0.611 -7.961
O 3.244 -0.291 -6.690
O 1.181 -0.408 -7.982
F 3.147 0.578 -8.878
O -0.092 1.327 7.525
C 0.832 1.743 8.196
O 1.905 2.402 7.688
C 2.850 2.646 8.738
C 2.049 2.582 10.015
C 0.982 1.566 9.681
H 3.626 1.877 8.693
H 3.313 3.624 8.596
H 2.650 2.316 10.887
H 1.583 3.554 10.210
H 1.314 0.545 9.887
H 0.047 1.781 10.199
O -1.161 4.130 7.286
H -0.985 3.182 7.513
H -1.787 4.209 6.524
H -0.323 4.621 7.117
C -3.999 2.293 7.897
C -4.332 2.769 6.508
N -4.596 3.148 5.400
H -3.334 1.428 7.843
H -3.501 3.092 8.452
H -4.911 2.008 8.425
Al -0.180 2.095 3.662
Cl -6.206 3.674 -3.428
F -4.578 3.686 -5.061
C 2.027 -5.849 -5.254
O 1.758 -6.806 -4.547
N 3.003 -5.821 -6.211
C 3.264 -4.641 -7.013
C 3.803 -7.008 -6.430
H 1.479 -4.897 -5.169
H 3.120 -4.888 -8.068
H 4.296 -4.322 -6.849
H 2.590 -3.826 -6.742
H 3.146 -7.835 -6.713
H 4.317 -7.270 -5.501
H 4.537 -6.836 -7.220
C -4.793 -1.687 -1.298
O -3.930 -1.221 -0.499
O -5.118 -2.957 -0.979
O -5.355 -1.175 -2.282
H -4.504 -2.961 -0.219

=====

86
Properties=species:S:1:pos:R:3 method="wB97M-V/def2-TZVPD" e_lumo_ev=-0.75 orbital_gap_ha=0.3058 total_charge=0 e_tot_ev=-2216584.4143
C -2.166 2.666 3.312
C -3.222 2.615 2.198
O -4.254 1.719 2.652
C -4.854 1.055 1.565
C -4.315 -0.379 1.348
O -4.711 -0.830 0.067
C -3.697 -0.607 -0.870
N -3.163 -1.822 -1.515
C -1.958 -2.360 -0.970
O -1.863 -3.286 -0.273
C -0.884 -1.460 -1.596
C 0.448 -1.322 -1.350
C 1.146 -0.494 -2.173
C 0.555 0.324 -3.085
C -0.811 0.356 -3.165
P -1.766 1.720 -3.931
O -0.699 2.947 -4.174
Br -3.086 2.501 -2.249
C -1.473 -0.702 -2.605
C -2.862 -1.316 -2.834
O -3.512 -1.436 -3.788
H -2.523 3.380 4.059
H -2.130 1.680 3.780
H -1.173 2.947 2.963
H -3.683 3.606 2.115
H -2.835 2.237 1.247
H -4.823 1.657 0.646
H -5.917 0.943 1.811
H -3.237 -0.465 1.537
H -4.801 -1.012 2.098
H -2.924 0.046 -0.437
H -4.159 -0.033 -1.681
H 0.932 -1.867 -0.533
H 2.223 -0.462 -2.060
H 1.144 0.979 -3.744
H -0.196 3.132 -3.364
C 3.503 0.491 -6.604
Br 3.268 0.203 -8.492
Br 1.826 0.898 -5.734
Br 4.394 -0.993 -5.756
H 4.142 1.355 -6.488
C -2.845 -1.469 7.493
Br -3.878 -0.066 8.316
Br -3.628 -2.070 5.842
Br -0.999 -0.956 7.267
H -2.857 -2.312 8.170
C 2.247 2.119 6.473
Br 3.177 2.598 4.852
Br 0.393 2.636 6.414
Br 2.458 0.248 6.884
H 2.709 2.675 7.281
C 2.719 -1.409 3.075
Br 2.270 -1.576 1.197
Br 1.188 -1.334 4.237
Br 3.909 -2.816 3.635
H 3.255 -0.475 3.183
C 4.255 5.490 8.177
Br 5.179 5.960 6.555
Br 2.394 5.986 8.107
Br 4.476 3.624 8.612
H 4.707 6.059 8.977
C 2.520 -4.777 -7.366
Br 3.206 -5.147 -5.604
Br 1.438 -3.186 -7.392
Br 3.929 -4.703 -8.683
H 1.876 -5.604 -7.636
C -4.777 -0.465 -7.277
Br -5.790 0.392 -8.679
Br -3.891 -2.058 -7.906
Br -3.540 0.751 -6.434
H -5.483 -0.774 -6.518
C 0.842 -6.428 -10.410
Br 0.986 -7.175 -12.180
Br -0.462 -5.011 -10.334
Br 0.498 -7.786 -9.084
H 1.802 -5.989 -10.172
C 3.431 -6.915 5.007
Br 2.387 -5.509 5.806
Br 2.719 -7.445 3.297
Br 5.296 -6.433 4.887
H 3.365 -7.773 5.660
C 4.626 10.092 4.796
Br 3.906 11.859 4.522
Br 5.232 9.842 6.608
Br 3.378 8.721 4.266
H 5.491 9.999 4.156

=====

11
Properties=species:S:1:pos:R:3 method="wB97M-V/def2-TZVPD" e_above_lowest_kj_mol=318.5 e_lumo_ev=0.99 orbital_gap_ha=0.3955 total_charge=0 e_tot_ev=-7300.3772
O -0.875 0.875 -0.349
C -0.985 -0.452 0.248
C 0.486 -0.813 0.048
C 0.768 0.616 -0.458
O 1.070 1.541 0.412
H -0.237 1.549 0.411
H -1.683 -1.050 -0.340
H -1.337 -0.388 1.281
H 0.651 -1.591 -0.702
H 1.056 -1.031 0.951
H 1.086 0.744 -1.502

=====

55
Properties=species:S:1:pos:R:3 method="wB97M-V/def2-TZVPD" spin_multiplicity=3 e_lumo_ev="2.82 / 2.78" orbital_gap_ha="0.1209 / 0.2224" total_charge=-1 e_tot_ev=-57667.9210
Au -0.229 0.055 0.141
Cl 0.127 -2.065 -1.038
Cl -0.561 2.060 1.260
H 0.548 -0.853 1.247
H -0.890 0.326 -1.323
P 1.860 0.701 -0.788
C 2.022 0.298 -2.627
C 2.426 2.476 -0.681
C 3.176 -0.394 -0.025
C 0.728 0.438 -3.418
H 2.267 -0.765 -2.605
C 3.142 1.044 -3.348
H 2.843 2.056 -3.613
H 3.368 0.526 -4.281
H 4.066 1.108 -2.785
H 0.052 -0.384 -3.222
H 0.961 0.433 -4.484
H 0.210 1.369 -3.201
H 2.819 -1.368 -0.366
C 3.156 -0.410 1.499
C 4.597 -0.201 -0.533
H 4.734 -0.571 -1.545
H 5.286 -0.753 0.106
H 4.904 0.844 -0.504
H 2.280 0.086 1.907
H 4.039 0.062 1.921
H 3.144 -1.443 1.847
C 1.390 3.396 -1.319
H 3.331 2.516 -1.287
C 2.795 2.935 0.724
H 1.480 3.437 -2.401
H 1.525 4.410 -0.941
H 0.382 3.077 -1.077
H 1.997 2.757 1.436
H 2.991 4.008 0.707
H 3.696 2.449 1.084
O -1.989 -0.191 0.721
C -2.806 -0.844 1.354
C -4.169 -0.195 1.461
C -5.299 -1.021 0.866
C -5.727 -2.163 1.783
C -4.667 -3.243 2.034
C -3.419 -2.760 2.794
N -2.488 -2.013 1.960
H -4.396 0.078 2.513
H -4.134 0.760 0.885
H -6.185 -0.350 0.775
H -5.037 -1.377 -0.152
H -6.057 -1.737 2.759
H -6.615 -2.647 1.320
H -5.171 -3.994 2.682
H -4.378 -3.748 1.088
H -3.715 -2.167 3.684
H -2.881 -3.665 3.159
H -1.531 -2.380 1.847

=====

24
Properties=species:S:1:pos:R:3 method="wB97M-V/def2-TZVPD" e_above_lowest_kj_mol=380.7 e_lumo_ev="-4.57 / -2.84" orbital_gap_ha="0.2424 / 0.3030" total_charge=+1 e_tot_ev=-11946.9735
C -1.999 -1.011 1.150
C -2.545 -0.157 0.198
C -0.356 0.358 0.443
C -3.953 -0.164 -0.257
C 3.430 -0.927 -1.030
C 3.150 -0.740 0.382
C 0.813 1.085 0.298
N -1.568 0.712 -0.189
N -0.650 -0.705 1.178
N 0.779 2.155 -0.544
H -2.302 -2.000 1.577
H -4.404 0.752 -0.229
H -4.121 -0.635 -1.160
H -4.459 -0.785 0.481
H 2.511 -1.389 -1.633
H 3.769 0.015 -1.505
H 4.294 -1.629 -1.088
H 2.324 -1.097 0.975
H 3.858 -0.162 0.948
H 1.764 0.600 0.688
H -1.698 1.415 -0.876
H -0.034 -0.971 1.895
H -0.022 2.347 -1.119
H 1.419 2.933 -0.583

=====

14
Properties=species:S:1:pos:R:3 method="wB97M-V/def2-TZVPD" e_above_lowest_kj_mol=212.6 e_lumo_ev=0.83 orbital_gap_ha=0.3575 total_charge=0 e_tot_ev=-17054.5274
S 0.840 -1.924 0.916
C 0.685 -0.119 0.800
C -0.726 0.391 0.604
C -0.975 0.397 -0.931
N 0.282 0.047 -1.593
N 1.358 0.256 -0.737
H 0.713 -1.986 2.241
H 1.283 0.371 1.555
H -0.806 1.404 1.000
H -1.457 -0.225 1.121
H -1.749 -0.316 -1.211
H -1.282 1.392 -1.263
H 0.290 -0.943 -1.832
H 1.543 1.255 -0.670

=====

21
Properties=species:S:1:pos:R:3 method="wB97M-V/def2-TZVPD" e_lumo_ev=-3.61 orbital_gap_ha=0.4107 total_charge=+1 e_tot_ev=-29552.7929
C 2.053 1.182 -0.248
C 1.941 -0.332 -0.027
Cl 3.381 -1.093 -0.803
C 0.685 -0.979 -0.671
N -0.390 -1.332 0.319
C -1.012 -0.162 1.041
O -2.385 -0.058 0.775
C -2.708 0.868 -0.184
F -3.811 0.455 -0.760
F -1.790 0.979 -1.127
F -2.972 2.017 0.353
H 2.695 1.587 0.540
H 1.094 1.710 -0.155
H 2.455 1.425 -1.233
H 1.959 -0.607 1.035
H 0.326 -0.369 -1.503
H 1.007 -1.923 -1.123
H -1.152 -1.792 -0.195
H 0.031 -1.984 0.985
H -0.486 0.778 0.869
H -0.919 -0.371 2.110

=====

25
Properties=species:S:1:pos:R:3 method="wB97M-V/def2-TZVPD" e_above_lowest_kj_mol=258.3 e_lumo_ev=-2.75 orbital_gap_ha=0.3948 total_charge=+1 e_tot_ev=-12521.9875
C -0.407 0.394 -2.370
N 0.434 0.363 -1.134
C 1.073 1.686 -0.907
C -0.220 -0.323 0.090
C -0.962 -1.519 -0.418
C -0.841 0.467 1.158
C -0.453 -0.142 2.468
N 0.822 -0.766 2.259
C 1.205 -0.934 1.007
O 2.140 -1.404 0.432
H -0.184 -0.466 -3.025
H -1.457 0.409 -2.000
H -0.154 1.183 -2.998
H 1.150 -0.370 -1.436
H 1.821 1.772 -0.006
H 1.631 1.905 -1.896
H 0.442 2.703 -0.710
H -0.188 -2.137 -0.927
H -1.720 -1.321 -1.208
H -1.534 -2.144 0.341
H -1.887 0.295 1.102
H -0.591 1.460 1.066
H -0.442 0.755 3.229
H -1.134 -1.015 2.809
H 1.458 -0.852 3.078

=====

8
Properties=species:S:1:pos:R:3 method="wB97M-V/def2-TZVPD" e_above_lowest_kj_mol=140.5 e_lumo_ev=-0.46 orbital_gap_ha=0.3357 total_charge=0 e_tot_ev=-16149.6208
C 0.389 0.341 -0.064
C -0.659 -0.653 0.225
N 1.335 0.684 0.564
Cl -0.243 0.978 -2.350
H -0.913 -1.253 -0.630
H -1.524 -0.253 0.647
H -0.289 -1.345 0.927
H 1.904 1.501 0.680